{
  "formula": "C50H55AuN5O4PSTe",
  "method": "ωB97M-V/def2-TZVPD",
  "symbols": ["Au", "C", "N", "C", "C", "N", "C", "S", "C", "C", "C", "C", "C", "N", "H", "H", "H", "H", "H", "H", "H", "H", "H", "C", "C", "C", "C", "C", "C", "N", "C", "C", "C", "C", "C", "C", "C", "O", "O", "C", "C", "H", "H", "H", "H", "H", "H", "H", "H", "H", "H", "H", "H", "H", "H", "C", "P", "C", "C", "O", "H", "H", "H", "H", "H", "H", "H", "H", "H", "C", "C", "C", "C", "C", "C", "Te", "N", "C", "O", "C", "C", "C", "C", "C", "C", "C", "C", "C", "C", "C", "C", "C", "C", "C", "C", "H", "H", "H", "H", "H", "H", "H", "H", "H", "H", "H", "H", "H", "H", "H", "H", "H", "H", "H", "H", "H", "H", "H"],
  "coordinates": [[0.8314, 0.4445, -0.1842], [5.9412, 0.2595, -0.3812], [4.9973, -0.8524, -0.3861], [5.2802, -2.1570, -0.7568], [4.1564, -2.8608, -0.6381], [3.1536, -1.9855, -0.1756], [3.7095, -0.7389, -0.0271], [3.1062, 0.7177, 0.5757], [1.8233, -2.4376, 0.1063], [1.5380, -3.7666, -0.1087], [0.3347, -4.2858, 0.3575], [-0.5114, -3.4692, 1.0455], [-0.2003, -2.1072, 1.1346], [0.9092, -1.5910, 0.5946], [6.8845, -0.0924, -0.7877], [6.0940, 0.6248, 0.6325], [5.5558, 1.0750, -0.9893], [6.2592, -2.4738, -1.0736], [4.0013, -3.9014, -0.8345], [2.2283, -4.4080, -0.6256], [0.0786, -5.3238, 0.1903], [-1.3965, -3.8572, 1.5260], [-2.0523, -1.6756, 1.7690], [5.8882, -2.2467, -2.9900], [4.3936, -2.0865, -2.8656], [3.5699, -3.2018, -2.9512], [2.1878, -3.0718, -2.8928], [1.6260, -1.8208, -2.7213], [2.4374, -0.6906, -2.6403], [1.8068, 0.5694, -2.4890], [0.9918, 1.1839, -3.4648], [0.7403, 0.5989, -4.7109], [0.0309, 1.2883, -5.6828], [-0.4129, 2.5883, -5.4437], [-0.1944, 3.1442, -4.1955], [0.4520, 2.4406, -3.1827], [0.4979, 3.0546, -1.8100], [0.0120, 4.1484, -1.6001], [1.1499, 2.3688, -0.9054], [3.8288, -0.8082, -2.7172], [4.7295, 0.4032, -2.7435], [6.1582, -3.2982, -3.0728], [6.4149, -1.8244, -2.1297], [6.2641, -1.7318, -3.8778], [4.0159, -4.1808, -3.0852], [1.5547, -3.9463, -2.9855], [0.5508, -1.6914, -2.6573], [2.2955, 1.2418, -1.9215], [1.1343, -0.3828, -4.9323], [-0.1461, 0.8178, -6.6430], [-0.9301, 3.1469, -6.2122], [-0.5397, 4.1419, -3.9620], [4.2164, 1.3250, -2.4763], [5.1376, 0.5432, -3.7480], [5.5840, 0.2828, -2.0725], [-3.1955, 0.0468, -2.8373], [-2.6991, 0.8876, -1.3310], [-2.8778, 2.6251, -1.7133], [-3.9626, 0.6080, -0.0886], [-1.3185, 0.4268, -0.9181], [-4.2618, 0.1884, -3.0247], [-2.9750, -1.0167, -2.7511], [-2.6212, 0.4708, -3.6654], [-3.9458, 2.8504, -1.7599], [-2.4168, 2.8480, -2.6700], [-2.4027, 3.2398, -0.9461], [-4.9502, 0.6405, -0.5522], [-3.8895, 1.3929, 0.6664], [-3.8263, -0.3478, 0.4160], [-6.8137, -8.4404, -2.9936], [-6.1450, -7.2182, -2.4216], [-5.9050, -7.0961, -1.0630], [-5.2697, -5.9808, -0.5188], [-5.0597, -5.9375, 0.9726], [-4.8663, -4.9548, -1.3847], [-3.7942, -3.2851, -0.6438], [-1.1145, -1.2929, 1.7531], [-1.0887, -0.0232, 2.3428], [-2.1476, 0.4883, 2.6153], [0.2112, 0.5786, 2.7392], [1.0971, -0.1441, 3.5316], [2.2225, 0.4811, 4.0447], [2.4792, 1.8111, 3.7337], [1.5982, 2.5262, 2.9326], [0.4442, 1.9187, 2.4627], [-5.2467, -2.5737, 0.7166], [-4.8924, -2.5101, 2.0609], [-5.7312, -1.9133, 2.9914], [-6.9458, -1.3958, 2.5729], [-7.3164, -1.4910, 1.2382], [-6.4787, -2.0650, 0.2829], [-6.9158, -2.1125, -1.1568], [-5.1076, -5.0461, -2.7643], [-4.7148, -3.9628, -3.7415], [-5.7473, -6.1781, -3.2535], [-6.8942, -9.2339, -2.2520], [-6.2543, -8.8223, -3.8483], [-7.8194, -8.2002, -3.3440], [-6.2068, -7.8977, -0.3965], [-5.2071, -6.9251, 1.4082], [-5.7633, -5.2496, 1.4462], [-4.0551, -5.5924, 1.2230], [0.8936, -1.1833, 3.7662], [2.9020, -0.0682, 4.6838], [3.3723, 2.2886, 4.1168], [1.8064, 3.5555, 2.6710], [-0.2743, 2.4810, 1.8783], [-3.9562, -2.9462, 2.3957], [-5.4319, -1.8494, 4.0301], [-7.6081, -0.9177, 3.2837], [-8.2740, -1.0946, 0.9202], [-7.8054, -1.5032, -1.3121], [-7.1456, -3.1358, -1.4631], [-6.1235, -1.7472, -1.8141], [-3.6886, -3.6275, -3.5919], [-5.3640, -3.0899, -3.6368], [-4.8034, -4.3256, -4.7650], [-5.9364, -6.2511, -4.3200]],
  "forces_ev_per_angstrom": [[-0.64, -0.07, 0.46], [0.27, 0.30, 2.04], [0.64, -0.37, 0.60], [0.37, -0.46, 4.42], [0.05, 0.15, 2.09], [-0.14, -0.27, 0.14], [0.07, -0.30, 0.30], [0.01, -0.05, 0.10], [0.54, -0.18, -0.02], [-0.03, -0.42, 0.21], [0.34, 0.03, -0.31], [-0.13, 0.28, 0.41], [-0.10, -0.18, 0.01], [0.17, 0.07, 0.23], [0.12, 0.02, 0.03], [0.10, -0.21, 0.20], [0.37, 0.25, 1.46], [-0.77, -0.54, 2.25], [0.06, 0.16, 0.34], [-0.02, -0.05, 0.12], [0.10, -0.01, 0.06], [-0.08, 0.10, -0.08], [-0.04, 0.06, 0.03], [0.46, 0.71, -2.10], [-0.35, 0.77, -1.67], [-0.94, -0.13, -1.53], [0.50, -0.16, -0.55], [-0.06, 0.36, -0.20], [-0.66, 0.02, -0.86], [0.36, -0.72, -1.14], [0.24, -0.36, -0.05], [0.09, 0.02, 0.03], [0.03, 0.12, 0.13], [0.04, -0.19, 0.06], [-0.18, -0.05, -0.07], [-0.22, 0.19, 0.04], [0.22, 0.22, -0.25], [-0.13, -0.15, 0.02], [-0.08, 1.02, 0.71], [0.21, 0.12, -1.06], [0.04, -0.50, -1.30], [0.08, -0.06, 0.09], [0.38, 0.63, -2.74], [-0.16, -0.12, -0.23], [0.01, -0.01, -0.03], [0.02, 0.04, -0.01], [0.00, 0.01, -0.01], [0.17, 0.17, -0.19], [0.03, -0.05, 0.00], [0.02, 0.02, 0.04], [0.03, -0.01, 0.00], [-0.05, 0.03, 0.04], [0.01, 0.00, 0.04], [-0.16, 0.03, -0.13], [-0.91, -0.27, -2.58], [0.07, -0.02, -0.08], [-0.02, -0.02, -0.16], [0.12, 0.09, 0.16], [0.14, -0.06, 0.20], [0.00, -0.05, 0.19], [0.05, -0.01, -0.03], [-0.08, 0.01, 0.00], [-0.01, -0.05, 0.02], [0.05, 0.03, -0.01], [0.09, 0.08, -0.09], [-0.04, -0.01, -0.04], [0.02, -0.01, 0.03], [-0.01, -0.05, 0.01], [-0.06, 0.03, -0.06], [0.00, 0.09, 0.02], [-0.03, -0.05, -0.05], [0.01, 0.02, 0.06], [0.03, -0.01, -0.01], [-0.01, 0.03, -0.09], [0.03, -0.08, -0.02], [-0.21, -0.11, 0.08], [-0.52, -0.05, 0.08], [0.04, -0.11, 0.17], [-0.04, 0.11, -0.22], [-0.08, -0.08, 0.26], [0.07, -0.04, -0.06], [0.02, 0.01, -0.04], [-0.02, -0.02, 0.01], [0.04, 0.01, 0.03], [-0.05, 0.21, 0.04], [0.02, 0.07, -0.07], [-0.02, 0.03, 0.05], [0.04, 0.02, 0.01], [-0.04, -0.02, -0.03], [0.04, 0.01, 0.00], [-0.01, 0.02, 0.03], [0.02, -0.01, 0.09], [0.01, 0.03, -0.02], [-0.02, -0.10, 0.04], [0.00, 0.04, -0.04], [0.00, 0.02, -0.01], [-0.01, -0.01, 0.01], [0.00, -0.01, 0.01], [0.00, 0.02, -0.02], [0.00, 0.02, -0.02], [0.02, 0.00, 0.00], [0.01, 0.00, 0.01], [0.00, 0.03, 0.01], [-0.01, 0.01, -0.01], [-0.03, 0.01, 0.00], [-0.03, 0.00, 0.05], [0.03, -0.01, -0.02], [-0.02, 0.00, -0.03], [-0.02, -0.01, -0.03], [0.00, -0.03, -0.02], [0.02, 0.00, 0.01], [0.01, -0.02, 0.02], [0.03, 0.01, -0.02], [0.00, -0.01, -0.01], [0.00, 0.00, -0.03], [0.04, 0.01, 0.02], [-0.02, 0.00, 0.02], [0.03, -0.01, 0.03]],
  "homo_energy_ev": [-9.74, -9.70],
  "multiplicity": 2,
  "e_lumo_ev": [-2.7867, -3.6732],
  "e_above_lowest_ev": 4.395,
  "molar_mass_da": 1177.63,
  "energy_ev": -99485.8657,
  "orbital_gap_ev": [6.9, 6.0],
  "charge": 1
}